ORCA calculation (the ωB97M-V functional and the def2-TZVPD basis) on an isolated molecule of C10H15N at a distorted geometry.

```
26
Properties=species:S:1:pos:R:3:mulliken_charge:R:1
C -0.42366 -1.76796 -0.21599 -2.268
C 0.13064 -0.62847 0.53210 1.911
C 0.82232 -1.02237 1.84275 -1.636
C 0.67473 0.45730 -0.45313 0.778
C 0.85191 0.25221 -1.87063 -0.899
C 0.21343 -0.56515 -2.59627 0.259
N -0.56055 -0.91186 -3.47418 -0.568
C 1.41458 1.54419 0.35854 -1.211
C 0.15540 1.66524 1.27847 -0.378
C -0.55945 0.64231 0.50240 0.652
C -2.09451 0.68432 0.28207 -1.522
H 0.33236 -2.46249 -0.73279 0.341
H -1.02583 -1.30597 -0.99214 0.347
H -1.00292 -2.42096 0.28356 0.488
H 1.71281 -0.32272 1.86058 0.241
H 1.09432 -2.09352 1.77423 0.455
H 0.14061 -0.81536 2.66773 0.304
H 1.75826 0.77571 -2.36332 0.239
H -0.47588 -1.92597 -3.86378 0.281
H 2.35418 1.23811 0.83217 0.283
H 1.63829 2.47495 -0.12595 0.396
H 0.31677 1.68611 2.43156 0.187
H -0.21647 2.78540 1.19418 0.303
H -2.24709 1.79289 0.15706 0.386
H -2.68194 0.32700 1.11692 0.325
H -2.32231 -0.08294 -0.42613 0.308
```

## Properties
2S+1: 1
Calculated total energy (eV): -12098.8618
E_HOMO (Ha): -0.2901
Energy relative to the best compared isomer or geometry (same formula, charge and spin) (kJ/mol): 404.5
LUMO (hartree): 0.0328
Total charge: 0